1.
This record from OMol25 describes C4H16FKN8O4 as an isolated structure. The level of theory is wB97M-V/def2-TZVPD.

Results
* total charge: 0
* Kohn-Sham gap: 6.13 eV
* E_HOMO: -8.72 eV

CARTESIAN COORDINATES (ANGSTROEM)
K: -2.2849 4.8198 -0.2012
F: -0.1230 0.9026 0.3598
C: 2.7207 -0.7683 -3.5545
O: 3.5832 -1.2894 -4.1953
N: 1.4418 -1.1261 -3.6003
N: 2.9171 0.2196 -2.7663
H: 1.1951 -1.9593 -4.1152
H: 0.7061 -0.5957 -3.1559
H: 3.8950 0.4510 -2.6657
H: 2.2159 0.3578 -2.0526
C: 3.3940 2.7505 3.2767
O: 4.1531 3.0647 4.1925
N: 2.9033 3.5206 2.3207
N: 2.9731 1.5412 3.1221
H: 2.3663 2.9769 1.6604
H: 3.2070 4.4783 2.2170
H: 3.1024 0.7988 3.7946
H: 2.2587 1.4831 2.4106
C: -0.6208 -3.6238 2.0515
O: -1.1585 -4.6964 2.3211
N: -0.9028 -2.5364 2.6508
N: -0.0009 -3.4097 0.9677
H: -0.4947 -1.7185 2.2212
H: -1.6738 -2.4595 3.2986
H: 0.0895 -4.1580 0.2954
H: -0.0240 -2.4473 0.6622
C: -4.9523 0.4280 -1.7262
O: -5.9658 0.1861 -2.2878
N: -4.8013 0.4412 -0.4200
N: -3.7774 0.4220 -2.2877
H: -3.9028 0.6771 -0.0236
H: -5.6361 0.3785 0.1451
H: -3.0250 0.5019 -1.6186
H: -3.7783 0.3888 -3.2971

Atoms 1-6, force components in eV/Å:
K 0.213 -0.430 0.051
F -0.192 0.315 -0.086
C -0.825 -1.794 -1.562
O 1.920 -1.422 -1.615
N -2.875 -1.468 -0.561
N 1.121 3.867 3.023

2.
This record from OMol25 describes C4H16FN8O4Ti2 as an isolated structure. The level of theory is wB97M-V/def2-TZVPD.

Results
* multiplicity: 7
* total charge: +1
* Kohn-Sham gap (spin up / spin down): 5.55 / 5.91 eV
* expectation value of S²: 12.002
* E_HOMO (spin up / spin down): -11.10 / -11.10 eV

CARTESIAN COORDINATES (ANGSTROEM)
Ti: -4.1965 -3.4389 -1.0316
Ti: -0.4534 -5.8128 3.2671
F: -0.8167 -2.6005 0.7729
C: 4.6461 -2.2383 -0.4037
O: 5.8233 -2.1431 -0.7563
N: 3.7796 -1.2270 -0.2071
N: 3.9297 -3.2744 -0.0106
H: 2.8067 -1.3453 0.0368
H: 4.2080 -0.3679 -0.5210
H: 4.4064 -4.1545 0.1249
H: 2.9393 -3.1919 0.1693
C: -0.2525 3.9499 1.6858
O: -0.8496 3.9326 2.7851
N: -0.2878 2.9421 0.8705
N: 0.3588 4.9359 1.1491
H: -0.3516 1.9972 1.2216
H: 0.3815 3.1464 0.1422
H: 0.5979 4.9678 0.1683
H: 0.3642 5.7141 1.7928
C: -5.4377 -0.3790 3.9508
O: -6.0925 0.5651 4.3832
N: -6.0154 -1.4955 3.5265
N: -4.1570 -0.3810 3.7842
H: -5.5733 -2.4014 3.4632
H: -7.0179 -1.4786 3.6482
H: -3.5814 -0.9647 3.1942
H: -3.7073 0.5193 3.8696
C: 1.6270 0.4142 -5.5902
O: 0.9730 0.2872 -6.5561
N: 1.0634 0.1320 -4.4930
N: 2.8492 0.9360 -5.4997
H: 0.1192 -0.2110 -4.3887
H: 1.6428 -0.0099 -3.6779
H: 3.1359 1.4783 -6.3021
H: 3.1388 1.1974 -4.5681

Atoms 1-6, force components in eV/Å:
Ti 0.630 0.324 0.235
Ti 0.075 0.546 -0.308
F -0.655 -0.837 0.092
C 0.543 1.094 0.372
O -1.620 -0.413 0.369
N 0.967 3.612 -1.083

3.
This record from OMol25 describes C4H16MnN6O4 as an isolated structure. The level of theory is wB97M-V/def2-TZVPD.

Results
* multiplicity: 6
* total charge: +2
* Kohn-Sham gap (spin up / spin down): 8.76 / 9.57 eV
* expectation value of S²: 8.754
* E_HOMO (spin up / spin down): -16.78 / -17.50 eV

CARTESIAN COORDINATES (ANGSTROEM)
Mn: 8.6050 10.8700 10.2240
C: 8.7000 11.0360 12.6970
O: 8.6860 9.7110 12.8150
N: 9.6960 11.3760 11.9890
N: 7.7980 11.7590 12.0920
H: 10.4710 10.6910 12.1240
H: 10.0370 12.3930 12.0040
H: 6.8700 11.3310 12.3760
H: 7.7720 12.7610 12.0690
C: 6.4780 9.7650 9.0960
O: 6.5580 8.7300 8.1620
N: 6.9880 10.9170 8.8640
N: 6.7630 9.7120 10.3640
H: 6.2750 11.6460 9.3050
H: 7.0880 11.1350 7.8160
H: 5.8400 9.9180 10.7420
H: 6.8700 8.7240 10.7770
C: 10.2000 9.1540 9.0410
O: 9.7430 8.4520 7.9120
N: 10.2720 10.4160 8.9550
N: 9.7460 9.0610 10.2440
H: 10.2990 10.5290 7.9460
H: 11.1860 10.7240 9.4060
H: 9.1710 8.1380 10.2490
H: 10.5000 8.8330 10.9620
C: 10.0570 13.5810 9.2930
O: 8.8230 12.9050 9.4140
H: 10.0610 14.5910 9.6860
H: 10.2000 13.8520 8.2260
H: 10.8470 12.9370 9.7560
H: 8.1030 13.4180 8.9910

Atoms 1-6, force components in eV/Å:
Mn -0.180 0.736 -0.282
C -0.808 -9.735 -0.622
O -1.625 5.109 1.819
N 12.958 3.495 -1.143
N -10.373 0.905 2.153
H -0.183 1.246 0.199

Number 1: M 298.3 g mol⁻¹. Number 2: M 355.0 g mol⁻¹. Number 3: M 267.1 g mol⁻¹.